# 1
# C7H14N2

A cluster of 2 separate species, C7H14N2 in total at a distorted geometry (the ωB97M-V functional and the def2-TZVPD basis, OMol25).

E_HOMO   -8.68 eV
Max |F|   6.906 eV/Å
Frontier orbital gap   9.502 eV

Each line ends with the Mulliken charge.
CARTESIAN COORDINATES (ANGSTROEM)
N1 -1.4266 1.0777 -1.8219  -0.591
N2 0.0952 -0.0904 -2.9596  -0.119
C1 -1.3328 -0.1968 -1.2767  0.841
C2 -2.1242 -0.6812 -0.1226  -1.231
C3 0.8068 -0.6554 2.5456  -1.086
C4 -0.4234 -0.9619 -1.9487  -0.737
C5 -0.6305 1.0698 -2.8726  -0.294
C6 1.0858 0.7323 2.1936  0.096
C7 1.6177 0.8915 0.7646  -0.868
H1 0.1215 1.4280 2.2390  0.221
H2 -0.2917 1.8199 -3.4473  0.450
H3 1.0171 1.3566 0.0174  0.196
H4 1.5614 -0.1880 0.4164  0.107
H5 -3.2845 -0.4921 -0.3544  0.287
H6 2.5342 1.4025 0.5976  0.358
H7 0.8533 -1.1368 3.5499  0.329
H8 -0.2076 -0.9632 2.3062  0.150
H9 1.9359 1.1891 2.8110  0.222
H10 1.4881 -1.3850 1.9757  0.282
H11 0.8166 -0.5833 -3.5826  0.275
H12 -2.1317 -1.6696 -0.0524  0.453
H13 -0.0316 -1.8911 -1.8087  0.486
H14 -2.0490 -0.0727 0.8306  0.172

Cartesian forces, eV/Å:
0.1 -0.7 -0.7
0.2 -3.6 0.5
0.4 -0.2 0.0
-3.9 5.7 -0.2
0.0 -4.3 0.2
-0.4 4.3 -1.4
0.7 -2.8 2.4
0.2 4.6 0.5
-1.1 -2.8 -1.0
2.0 -1.4 0.5
0.3 2.9 -1.9
-1.3 0.7 -0.1
1.1 1.3 -0.3
2.2 -0.2 0.2
1.3 -0.2 0.5
0.4 1.5 0.0
-0.2 0.1 -0.7
-1.6 -0.5 -0.2
-0.9 1.1 0.5
-1.7 2.2 0.7
0.7 -4.3 0.9
0.8 -2.3 0.4
0.5 -1.0 -1.0

# 2
# C26H27IrN2O6S3Te

A structure of composition C26H27IrN2O6S3Te at a distorted geometry (the ωB97M-V functional and the def2-TZVPD basis, OMol25).

E_HOMO (alpha / beta)   -10.52 / -10.55 eV
Expectation value of S²   0.76
2S+1   2
Max |F|   1.042 eV/Å
Charge   +1
Frontier orbital gap (alpha / beta)   7.147 / 5.371 eV

Each line ends with the Mulliken charge.
CARTESIAN COORDINATES (ANGSTROEM)
Ir1 -0.2012 -0.0151 0.3253  2.099
Te1 0.1981 -1.1686 2.5124  0.704
S1 4.2873 0.5731 -0.0506  -0.278
S2 -0.9038 -5.1756 -1.0191  1.180
S3 2.4851 0.7778 2.2989  -0.308
O1 -0.7199 1.8202 1.5027  -0.080
O2 -2.3185 -0.1024 0.5260  -0.353
O3 -0.3705 -1.5348 -0.9438  -0.686
O4 -1.8579 -5.7085 -0.0951  -0.596
O5 -0.6916 -5.8194 -2.2750  -0.681
O6 -0.9097 1.2411 -1.3287  -0.150
N1 -1.2433 -3.5621 -1.2606  -0.613
N2 1.7566 0.1715 -0.2235  0.772
C1 -3.1591 -4.0102 2.1836  -0.600
C2 -0.2857 -2.8296 -0.8123  -0.498
C3 -2.2934 -2.9759 1.8674  0.328
C4 2.2604 -0.0165 -1.5314  -0.232
C5 2.7188 0.4939 0.6618  0.229
C6 -1.9446 -4.4235 4.2258  -0.715
C7 -2.8716 -0.0565 -0.8195  -0.682
C8 1.5588 -5.8040 0.2751  -0.708
C9 0.0568 3.0348 1.5367  -0.791
C10 -2.8599 0.7920 1.5165  -0.642
C11 -1.2431 -2.6673 2.7306  0.530
C12 1.5579 -0.2768 -2.7109  -0.286
C13 3.6439 -0.2574 -3.9463  -0.706
C14 2.0917 -3.0347 0.2610  0.528
C15 -2.9858 -4.7318 3.3579  -0.566
C16 3.0172 -3.9388 0.7723  -1.206
C17 2.2577 -0.4015 -3.8972  -1.261
C18 -2.1201 2.1074 1.4803  -0.644
C19 3.6440 0.1561 -1.6037  0.654
C20 -1.0730 -3.3939 3.9156  -0.999
C21 -0.2267 2.2339 -2.1085  -1.099
C22 0.8852 -3.5274 -0.2109  0.782
C23 0.6530 -4.8908 -0.2167  -0.368
C24 4.3477 0.0336 -2.7955  -0.464
C25 2.7509 -5.3036 0.7907  -0.561
C26 -2.2959 1.0789 -1.6553  -0.739
H1 -2.8003 2.0337 -1.4832  0.449
H2 -2.4400 -2.4272 0.9460  0.139
H3 -2.3635 2.6886 0.5862  0.218
H4 -0.7549 3.1858 -2.0234  0.371
H5 0.4897 -0.4075 -2.7038  0.446
H6 5.4210 0.1677 -2.8166  0.439
H7 -3.6616 -5.5430 3.5935  0.411
H8 4.1666 -0.3655 -4.8865  0.428
H9 -2.4013 0.8200 -2.7119  0.513
H10 3.4898 -5.9856 1.1894  0.434
H11 1.1039 2.7530 1.6281  0.192
H12 -2.6008 -1.0165 -1.2512  0.052
H13 -0.2588 -3.1613 4.5938  0.355
H14 -2.3901 2.7072 2.3528  0.630
H15 0.7771 2.3213 -1.7026  0.294
H16 -1.8101 -4.9875 5.1389  0.431
H17 -0.1777 1.9189 -3.1503  0.314
H18 -0.2538 3.6255 2.3973  0.327
H19 3.9642 -3.5740 1.1475  0.496
H20 1.7124 -0.6216 -4.8054  0.458
H21 -0.1115 3.6010 0.6174  0.279
H22 -3.9292 0.9186 1.3490  0.472
H23 1.3571 -6.8663 0.2505  0.476
H24 -3.9532 -4.2694 1.4958  0.407
H25 2.3330 -1.9809 0.2088  0.786
H26 -3.9562 0.0152 -0.7456  0.618
H27 -2.7073 0.2840 2.4690  0.270

Cartesian forces, eV/Å:
-0.8 0.4 -0.5
0.3 -0.4 0.7
0.1 0.0 0.1
0.0 0.1 0.0
0.3 0.1 0.1
0.4 -0.1 0.1
0.0 0.0 -0.3
0.1 0.3 0.0
0.0 0.0 0.0
0.0 0.0 0.0
-0.1 -0.1 -0.2
0.0 -0.1 0.0
0.1 0.3 0.3
0.0 0.0 0.0
0.0 -0.1 0.1
-0.1 0.0 -0.1
0.0 0.1 0.0
-0.3 0.0 -0.2
0.0 0.0 0.0
0.0 -0.1 0.0
0.0 0.0 0.0
0.2 0.1 -0.2
0.2 0.0 0.0
0.0 0.0 -0.2
0.0 -0.1 0.1
0.0 0.0 0.0
0.1 0.1 0.0
0.0 0.0 0.0
0.0 0.0 0.0
0.0 0.0 0.0
-0.2 -0.1 -0.1
0.0 0.0 0.0
0.0 -0.1 0.0
-0.1 0.1 0.0
0.0 -0.1 0.0
0.0 -0.1 0.0
0.0 0.0 0.0
0.0 0.0 0.0
0.0 0.1 0.1
0.0 0.0 0.0
0.1 -0.1 0.1
0.1 0.0 0.0
0.0 0.0 0.0
-0.1 -0.1 0.0
0.0 0.0 0.0
0.0 0.0 0.0
0.0 0.0 0.0
0.0 0.0 0.0
0.0 0.0 0.0
-0.2 0.0 0.0
0.0 0.0 0.0
0.0 0.0 0.0
0.1 0.0 0.0
0.0 0.0 0.0
0.0 0.0 0.0
0.0 0.0 0.0
0.0 0.0 0.0
0.0 0.0 0.0
0.0 0.0 0.0
0.0 0.0 0.0
0.0 0.0 0.0
0.0 0.0 0.0
0.0 0.0 0.0
-0.1 -0.2 0.1
0.0 0.1 0.0
0.0 0.0 0.0

# 3
# C20H60O20

A cluster of 10 separate species, C20H60O20 in total at a distorted geometry (the ωB97M-V functional and the def2-TZVPD basis, OMol25).

E_HOMO   -9.76 eV
Max |F|   3.048 eV/Å
Frontier orbital gap   10.340 eV

Each line ends with the Mulliken charge.
CARTESIAN COORDINATES (ANGSTROEM)
O1 -2.8828 -15.1199 -13.3117  1.254
O2 0.1698 -16.6124 -17.5638  -0.520
O3 1.1863 -12.9612 -14.0945  -0.602
O4 -3.5871 -16.0980 -10.7886  -0.457
O5 -6.7040 -16.0686 -10.8811  -0.519
O6 -4.8096 -13.1389 -17.1850  -0.371
O7 -0.1363 -17.1030 -12.9403  -0.743
O8 -6.5648 -14.1553 -15.1655  0.527
O9 -0.5458 -15.8798 -10.5271  -0.533
O10 -9.1223 -14.4474 -16.4215  -0.488
O11 -4.7126 -11.5210 -14.8952  -0.616
O12 -7.5403 -12.7837 -18.6400  -0.541
O13 -0.9732 -13.4669 -12.2953  -0.333
O14 2.6677 -15.1653 -16.5099  -0.409
O15 -1.5727 -16.4588 -15.4993  -0.486
O16 -7.9618 -12.3298 -13.3071  -0.652
O17 2.7538 -17.4629 -18.6074  -0.469
O18 -6.9877 -9.5567 -13.5018  -0.508
O19 -2.3797 -18.6502 -14.0373  -0.587
O20 -5.3647 -11.3877 -12.0637  -0.683
C1 -4.5129 -16.6886 -9.8662  -0.593
C2 -3.5145 -15.3260 -14.5902  0.134
C3 1.9259 -18.2800 -17.8465  -0.594
C4 -1.1241 -19.1587 -13.8234  -0.426
C5 0.2431 -14.6736 -10.4888  -0.822
C6 -8.7063 -11.2534 -13.8861  -0.232
C7 -8.8033 -15.1453 -15.3017  -0.819
C8 0.4581 -17.9533 -18.0000  -0.358
C9 -5.0894 -12.2702 -18.2794  -0.505
C10 1.3225 -14.1060 -14.8764  0.540
C11 -5.7525 -17.1285 -10.6673  -0.420
C12 -7.2590 -15.3698 -15.2366  -0.352
C13 -2.3889 -15.2723 -15.6033  -0.385
C14 -4.4127 -12.2739 -12.6169  -0.127
C15 -0.3584 -18.5094 -12.6707  -0.246
C16 2.7241 -14.1035 -15.5167  -0.692
C17 -8.3448 -9.8909 -13.2796  -0.704
C18 -6.2120 -12.9079 -19.1323  -0.438
C19 -3.7460 -11.6255 -13.8256  -0.156
C20 -0.5525 -13.4751 -10.9440  -0.267
H1 1.1730 -14.9649 -14.2502  -0.027
H2 -1.7035 -14.4792 -15.2565  -0.005
H3 -3.6079 -12.5580 -11.9626  -0.039
H4 -6.9974 -15.8985 -16.1704  0.407
H5 -8.9165 -9.0858 -13.7425  0.388
H6 -1.1364 -20.1945 -13.4592  0.441
H7 -9.3085 -16.1109 -15.2218  0.412
H8 -0.7706 -16.8239 -13.6212  0.366
H9 -9.0468 -14.6425 -14.3686  0.330
H10 -4.2171 -12.1926 -18.8786  0.378
H11 3.5318 -14.2961 -14.8332  0.369
H12 -4.9003 -13.1772 -12.8322  0.232
H13 -0.3632 -16.3234 -11.3806  0.363
H14 -3.4454 -10.6158 -13.5302  0.366
H15 -5.3499 -11.2690 -17.9285  0.236
H16 0.0915 -18.1361 -19.0585  0.230
H17 -2.2889 -17.9051 -14.6811  0.460
H18 -6.1383 -13.9571 -16.0507  -0.076
H19 0.6693 -19.0268 -12.6973  0.258
H20 -6.3222 -15.2215 -10.8026  0.305
H21 -6.9982 -15.9755 -14.3344  0.250
H22 -3.3519 -15.6694 -12.7013  -0.370
H23 2.1196 -19.3228 -18.1444  0.361
H24 0.3658 -14.5487 -9.4286  0.366
H25 -5.4111 -17.6199 -11.6048  0.184
H26 -2.7357 -15.9459 -10.3724  0.116
H27 1.0144 -16.0996 -17.5528  0.330
H28 -6.2119 -12.4150 -20.1162  0.406
H29 -4.8521 -12.6070 -16.3623  0.345
H30 -9.7494 -11.4442 -13.7508  0.469
H31 0.6891 -14.1442 -15.7875  -0.067
H32 -0.5445 -19.0991 -14.7543  0.037
H33 -1.4209 -13.3879 -10.3044  0.342
H34 2.3125 -17.3288 -19.4607  0.320
H35 -6.1634 -11.5319 -12.5531  0.340
H36 -4.2333 -14.5744 -14.6751  -0.597
H37 -3.9988 -17.5664 -9.5018  0.398
H38 -4.7791 -15.9610 -9.0855  0.351
H39 -3.9774 -16.3337 -14.6219  0.403
H40 2.8877 -13.0739 -15.9111  0.297
H41 -8.5580 -11.1349 -14.9595  0.190
H42 -2.6878 -15.1019 -16.6276  0.630
H43 -1.5760 -14.1427 -12.5174  0.001
H44 -5.9346 -13.9766 -19.4058  0.220
H45 -10.0866 -14.3397 -16.5282  0.295
H46 2.1411 -18.0994 -16.8200  0.319
H47 -7.6248 -12.9542 -14.0069  0.155
H48 3.5565 -15.4179 -16.7744  0.242
H49 0.1847 -12.6879 -10.8300  0.411
H50 0.4373 -13.1500 -13.5610  0.347
H51 -0.8064 -18.6742 -11.6388  0.209
H52 -8.5952 -9.9307 -12.2389  0.305
H53 -7.5061 -12.9838 -17.6577  0.243
H54 1.2110 -14.8031 -10.9702  0.361
H55 -2.8601 -12.1874 -14.1337  0.155
H56 -5.5499 -11.0859 -14.6004  0.193
H57 -0.1996 -18.5673 -17.4089  0.269
H58 -6.4311 -9.6823 -12.6885  0.370
H59 -0.8939 -16.3829 -16.1895  0.196
H60 -6.2911 -17.8462 -10.0811  0.415

Cartesian forces, eV/Å:
0.1 -0.1 -0.9
1.0 0.2 -0.5
0.9 0.6 -1.0
-0.6 0.4 -0.3
-0.4 -2.0 -0.4
-0.4 0.1 0.8
0.0 -0.7 0.5
0.6 0.9 -1.0
0.2 0.1 -0.5
-0.9 1.2 -1.8
-0.3 0.1 -0.3
0.9 -0.4 1.9
1.9 1.7 0.2
0.0 0.8 0.2
-0.8 0.1 0.2
0.6 0.0 -0.8
0.1 1.1 -0.9
1.1 -0.2 0.9
-1.2 0.8 -0.5
0.9 0.4 1.0
0.1 0.1 -1.3
1.8 -1.5 0.3
-0.9 -1.1 -0.4
1.2 -0.6 1.1
-1.4 -1.2 0.3
0.7 0.5 -0.4
1.5 -1.3 2.3
-0.8 0.5 -1.1
-1.6 -0.9 0.0
1.5 0.1 -1.2
0.5 1.0 0.3
-1.2 -1.0 -0.5
1.0 0.3 0.9
1.1 1.1 -0.5
1.5 0.1 -0.3
-0.8 -0.1 -0.3
0.1 -0.6 -0.3
0.6 -0.1 -1.1
-1.2 0.0 0.4
0.6 -0.6 -0.6
-0.1 -0.9 0.0
-0.5 0.3 -0.4
0.2 0.4 1.0
0.2 -0.1 0.5
-0.3 -0.2 -0.1
-0.5 -0.2 -0.7
0.1 -0.3 -0.3
0.0 0.1 0.0
-0.3 0.5 0.2
0.9 0.1 -0.7
0.2 -0.2 0.6
-0.6 -1.4 -0.8
-0.2 0.1 0.0
0.2 -0.1 0.0
-0.2 -0.1 0.0
0.5 0.6 0.8
-0.1 -0.6 0.5
-0.5 -0.2 1.2
-1.3 0.8 0.3
1.0 1.4 0.0
-0.3 0.3 -0.7
-0.3 -0.5 1.3
-0.3 0.0 0.5
0.6 0.4 0.6
-0.3 0.5 0.3
0.5 0.0 0.1
-0.6 -0.3 0.1
-0.1 0.1 0.3
0.5 0.1 -0.1
-0.9 0.0 0.2
-0.4 0.1 0.6
0.3 -0.1 0.2
-0.1 0.4 0.4
0.4 0.0 0.1
-1.1 -0.5 -0.3
-1.2 1.1 -0.8
-0.3 -0.4 0.7
0.0 -0.4 0.0
0.0 0.5 0.0
-0.1 -0.8 -0.3
0.3 -0.4 -0.2
-0.3 0.0 -0.2
-1.4 -1.7 -0.3
-0.3 0.9 0.8
0.8 -0.1 0.2
0.6 -0.1 0.9
-0.3 0.9 0.6
0.0 0.0 -0.1
-0.4 0.8 0.1
-1.4 0.2 1.3
0.2 0.3 -1.3
0.0 0.2 0.8
-0.4 0.1 -1.6
0.0 0.0 -0.2
-0.3 0.0 -0.4
1.0 -0.2 0.1
0.1 -0.6 0.4
-0.8 0.2 -1.1
0.3 -0.3 -0.2
-0.2 -0.6 0.3

We obtain energy relative to the best compared isomer or geometry (same formula, charge and spin) values of 2.2229; 0.7234; 0.3295 eV for the records listed above, in that order.